Formula: C23H26F6N3O
Source: the OMol25 dataset
Level of theory: the ωB97M-V functional and the def2-TZVPD basis

Each line ends with the Mulliken charge.
Element x y z (Å)
C -2.223 -3.344 -3.042  -1.001
C -3.030 -2.126 -2.835  0.684
N -2.692 -0.891 -2.625  -0.331
C -3.938 -0.069 -2.530  -0.450
C -5.026 -1.100 -2.670  -0.269
O -4.363 -2.364 -2.877  -0.401
H -1.145 -3.177 -3.069  0.173
H -2.448 -4.064 -2.247  0.304
H -2.537 -3.811 -3.981  0.328
H -4.007 0.458 -1.565  0.254
H -3.991 0.672 -3.343  0.278
H -5.636 -1.170 -1.758  0.242
H -5.678 -0.900 -3.530  0.237
C 2.004 -4.785 3.054  -1.011
N 2.608 -4.314 1.836  0.235
C 3.840 -4.968 1.422  -0.996
C 4.979 -4.135 1.920  0.964
F 6.199 -4.678 1.676  -0.251
F 4.934 -2.889 1.331  -0.252
F 4.860 -3.913 3.273  -0.269
C 2.073 -3.275 1.126  0.386
C 1.877 -3.340 -0.284  -0.721
C 1.364 -2.255 -0.949  -0.754
C 1.064 -1.020 -0.276  0.874
C 0.519 0.037 -1.043  0.088
C 0.301 1.395 -0.707  1.007
C -0.403 2.215 -1.653  -0.769
C -0.688 3.535 -1.397  -0.592
C -0.280 4.130 -0.167  -0.401
N -0.598 5.439 0.170  0.291
C 0.391 6.494 0.129  -0.927
C -1.882 5.801 0.761  -0.979
C -1.963 5.387 2.199  0.965
F -3.013 5.964 2.854  -0.270
F -2.105 4.021 2.282  -0.245
F -0.808 5.701 2.877  -0.259
C 0.470 3.355 0.747  -0.145
C 0.764 2.037 0.486  -0.742
C 1.277 -0.981 1.141  -0.781
C 1.721 -2.091 1.820  -0.496
H 0.927 -4.584 3.039  0.364
H 2.156 -5.869 3.104  0.356
H 2.436 -4.327 3.959  0.341
H 3.875 -5.962 1.880  0.387
H 3.884 -5.010 0.329  0.329
H 2.098 -4.280 -0.800  0.432
H 1.179 -2.318 -2.027  0.486
H 0.207 -0.246 -2.050  0.160
H -0.711 1.760 -2.600  0.359
H -1.214 4.158 -2.126  0.488
H 1.168 6.254 -0.607  0.327
H -0.118 7.411 -0.188  0.362
H 0.864 6.670 1.110  0.306
H -1.981 6.889 0.694  0.410
H -2.687 5.277 0.229  0.307
H 0.791 3.856 1.670  0.445
H 1.388 1.507 1.201  0.397
H 1.060 -0.089 1.723  0.321
H 1.889 -2.080 2.905  0.424

Results
Total charge ... +1
HOMO energy ... -0.4144 Ha
DFT total energy ... -1730.4800 Ha
Gap between HOMO and LUMO ... 6.096 eV